This record from OMol25 describes one molecule with the formula C21H28N4O8S. The level of theory is wB97M-V/def2-TZVPD.

Calculated values
- 2S+1 = 1
- structure (SMILES) = CCOC(=O)N1CCN(C(=O)CN2C(=O)COc3ccc(S(=O)(=O)N4CCOCC4)cc32)CC1
- relative energy (zero: lowest compared OMol25 entry of this formula, charge and spin) (kJ/mol) = 17.0
- charge = 0
- E (a.u.) = -2036.196131
- LUMO level (Eh) = 0.0171
- Kohn-Sham gap (eV) = 9.19

Each line ends with the Mulliken charge.
Element x y z (Å)
C1 2.53677 7.87357 0.70013  -1.12
C2 2.33975 6.75831 -0.31576  -0.29
H1 3.30669 6.44000 -0.71833  0.33
H2 1.68298 7.07529 -1.12869  0.32
O1 1.68370 5.62939 0.26182  -0.38
C3 2.47340 4.78682 0.96262  0.83
O2 3.67288 4.89365 1.05394  -0.65
N1 1.75593 3.81086 1.57610  0.19
C4 2.44393 2.71736 2.22229  -1.25
H3 3.49891 2.98030 2.30653  0.48
H4 2.02044 2.57605 3.22225  0.25
C5 2.28187 1.42683 1.40543  -0.21
N2 0.87542 1.17033 1.18012  0.04
C6 0.13237 0.15213 1.65173  1.42
O3 -1.08082 0.12712 1.53021  -0.74
C7 0.86206 -1.02615 2.30539  -1.73
N3 1.66039 -1.76810 1.34442  0.17
C8 2.99755 -1.89297 1.54970  0.75
O4 3.57235 -1.36870 2.48226  -0.67
C9 3.71539 -2.75805 0.52750  -0.56
H5 3.63438 -3.80822 0.85215  0.25
O5 3.22081 -2.61387 -0.78607  -0.50
C10 1.86386 -2.67759 -0.88229  0.59
C11 1.29774 -3.08875 -2.08249  -1.17
C12 -0.07762 -3.16575 -2.20695  -0.42
C13 -0.86988 -2.86120 -1.11792  -0.29
C14 -0.32779 -2.43868 0.07941  -0.08
C15 1.04996 -2.30992 0.20082  -0.34
H6 -1.00168 -2.21678 0.88896  0.95
S1 -2.64999 -2.95492 -1.27591  1.38
O6 -2.97172 -3.95218 -2.25465  -0.78
O7 -3.21645 -3.07918 0.03725  -0.68
N4 -2.94317 -1.45187 -1.96327  0.15
C16 -3.93887 -1.42399 -3.01886  -0.77
H7 -3.81486 -2.33042 -3.60937  0.44
C17 -5.34808 -1.35794 -2.42513  -0.43
H8 -6.09818 -1.23095 -3.20772  0.37
O8 -5.48314 -0.24851 -1.56531  -0.43
C18 -4.55826 -0.31750 -0.49862  -0.62
H9 -4.72188 0.57545 0.10603  0.40
C19 -3.11933 -0.36314 -1.01877  -0.29
H10 -2.42646 -0.49655 -0.19002  -0.05
H11 -2.88257 0.56760 -1.54542  0.42
H12 -4.74357 -1.21482 0.10654  0.36
H13 -5.54108 -2.29075 -1.87353  0.32
H14 -3.74644 -0.54243 -3.63841  0.35
H15 -0.54619 -3.48610 -3.12225  0.52
H16 1.95531 -3.33974 -2.89882  0.46
H17 4.77040 -2.47957 0.50040  0.34
H18 0.09798 -1.67894 2.73712  0.42
H19 1.53534 -0.70059 3.10179  0.60
C20 0.20511 2.27252 0.51237  -0.47
H20 -0.84694 2.00901 0.39752  0.30
H21 0.66095 2.41434 -0.47308  0.26
C21 0.35469 3.55340 1.33898  -0.90
H22 -0.08746 4.39914 0.81639  0.47
H23 -0.14473 3.42210 2.30524  0.27
H24 2.76769 0.61249 1.93548  0.30
H25 2.77113 1.55512 0.43291  0.13
H26 3.20336 7.53762 1.49042  0.31
H27 2.97719 8.73750 0.21098  0.38
H28 1.58288 8.15893 1.13741  0.29

---

This record from OMol25 describes a 2-piece molecular cluster, C21H28NO4 overall. The level of theory is wB97M-V/def2-TZVPD.

Calculated values
- 2S+1 = 1
- charge = -1
- E (a.u.) = -1172.206821
- LUMO level (Eh) = -0.0111
- Kohn-Sham gap (eV) = 2.25

Each line ends with the Mulliken charge.
Element x y z (Å)
C1 5.34042 -0.34920 -0.50876  -0.90
C2 4.49995 -1.26673 -1.57882  -0.33
C3 3.25336 -2.12899 -0.87382  -0.51
C4 1.96420 -1.94050 -1.87306  -0.41
C5 0.68628 -2.95017 -1.50100  -0.43
C6 -0.50733 -2.56954 -2.55846  -0.42
C7 -2.02194 -2.96522 -2.07159  -0.63
C8 -2.46017 -2.37248 -0.60716  -0.29
C9 -3.55602 -1.13283 -0.67554  -0.68
C10 -3.05448 0.23075 0.11185  -0.61
C11 -1.88920 0.95184 -0.78816  0.28
C12 -0.50498 1.44251 -0.04761  -0.28
C13 0.66341 2.15360 -0.98091  -0.46
C14 0.35436 2.29723 -2.59996  -0.34
C15 -1.08802 1.77010 -3.22674  -0.27
N1 -2.13836 1.14133 -2.29756  0.00
H1 6.45984 -0.73467 -0.42089  0.24
H2 4.83781 -0.22475 0.54064  0.28
H3 5.43089 0.74540 -0.97133  0.23
H4 5.20510 -1.96764 -2.23605  0.32
H5 4.01556 -0.50926 -2.36034  0.20
H6 3.64924 -3.23102 -0.78711  0.24
H7 3.06527 -1.74363 0.21921  0.32
H8 1.63041 -0.80603 -1.79925  0.03
H9 2.31445 -2.24255 -2.95973  0.24
H10 0.43959 -2.74972 -0.37496  0.22
H11 1.05852 -4.06674 -1.60210  0.29
H12 -0.41509 -1.44223 -2.90812  0.13
H13 -0.29684 -3.21408 -3.54099  0.31
H14 -2.76594 -2.54378 -2.90414  0.27
H15 -2.15654 -4.12730 -2.05637  0.30
H16 -1.57474 -2.05849 0.09057  0.18
H17 -3.02575 -3.25650 -0.03844  0.32
H18 -4.58856 -1.43430 -0.15779  0.35
H19 -3.80391 -0.97109 -1.80779  0.22
H20 -3.92506 0.95249 0.42519  0.33
H21 -2.56721 -0.15127 1.12926  0.24
H22 -0.28394 1.31704 1.10976  0.36
H23 1.68098 2.55404 -0.53254  0.36
H24 1.11517 2.76067 -3.38354  0.28
H25 -1.32781 1.85326 -4.37657  0.29
H26 -3.05024 0.84316 -2.75657  0.30
C16 -1.17703 3.14176 3.39252  -0.71
C17 -1.95852 2.15584 3.86565  0.41
C18 -1.69491 1.82489 5.33151  0.53
O1 -2.34443 1.00504 5.98836  -0.71
C19 -0.58039 2.52642 6.02143  -0.64
C20 0.21023 3.50371 5.54390  0.40
C21 -0.12509 3.90884 4.11100  0.53
O2 0.42351 4.83245 3.50185  -0.70
O3 1.16177 4.10230 6.13377  -0.78
O4 -2.85657 1.50326 3.25017  -0.77
H27 -1.29845 3.45509 2.36159  0.50
H28 -0.42280 2.17772 7.03557  0.37

---

This record from OMol25 describes a 7-piece molecular cluster, C21H28O21 overall. The level of theory is wB97M-V/def2-TZVPD.

Calculated values
- 2S+1 = 1
- structure (SMILES) = O=C1OCCO1.O=C1OCCO1.O=C1OCCO1.O=C1OCCO1.O=C1OCCO1.O=C1OCCO1.O=C1OCCO1
- relative energy (zero: lowest compared OMol25 entry of this formula, charge and spin) (kJ/mol) = 48.3
- charge = 0
- E (a.u.) = -2397.099927
- LUMO level (Eh) = 0.0133
- Kohn-Sham gap (eV) = 10.81

Each line ends with the Mulliken charge.
Element x y z (Å)
C1 3.39386 0.47545 -4.60218  -0.27
C2 3.81329 1.41825 -3.45212  0.01
O1 2.83094 2.50382 -3.52233  -0.39
C3 1.78490 2.12187 -4.35284  0.70
O2 0.81798 2.72580 -4.53586  -0.46
O3 2.10337 0.90929 -4.98167  -0.37
H1 3.38599 -0.55382 -4.31231  0.16
H2 4.11172 0.42925 -5.41233  0.33
H3 4.81350 1.86436 -3.65619  0.31
H4 3.75347 0.90286 -2.46197  0.08
C4 -3.13936 2.57048 3.36892  -0.16
C5 -1.77193 3.29035 2.94935  -0.33
O4 -0.81176 2.18813 3.04655  -0.30
C6 -1.40675 1.06457 3.46221  0.67
O5 -0.79623 0.05426 3.46211  -0.52
O6 -2.67039 1.26852 3.81631  -0.39
H5 -3.72654 2.46567 2.45919  0.04
H6 -3.78760 2.97762 4.12547  0.42
H7 -1.46481 4.06731 3.68426  0.31
H8 -1.79183 3.68730 1.93460  0.24
C7 3.63779 2.20913 3.40525  -0.35
C8 3.96162 2.47836 1.89583  -0.04
O7 4.19212 1.08528 1.43057  -0.36
C9 3.55146 0.23211 2.25885  0.74
O8 3.39700 -0.90303 2.15194  -0.46
O9 3.08083 0.93189 3.31140  -0.34
H9 2.75370 2.80913 3.66886  0.23
H10 4.44052 2.29073 4.11324  0.29
H11 4.91127 3.02418 1.72119  0.34
H12 3.11930 2.87607 1.36430  0.03
C10 -0.14560 -3.88935 2.10134  -0.35
C11 0.94035 -2.75645 1.74428  0.27
O10 0.89394 -2.85305 0.32417  -0.18
C12 0.20908 -3.87751 -0.12172  0.64
O11 0.10728 -4.14641 -1.27554  -0.61
O12 -0.32422 -4.62136 0.84072  -0.39
H13 -1.10539 -3.43497 2.40151  0.24
H14 0.29976 -4.57667 2.82686  0.31
H15 1.94246 -2.92262 2.10763  0.35
H16 0.50102 -1.76161 1.97898  -0.27
C13 0.34353 -3.21896 -4.76220  -0.41
C14 -0.87989 -3.13489 -3.85559  -0.21
O13 -0.59800 -1.88938 -3.11498  -0.29
C15 0.68990 -1.60462 -3.18196  0.63
O14 1.26651 -0.78453 -2.52774  -0.48
O15 1.31416 -2.38813 -4.07985  -0.41
H17 0.15071 -2.77928 -5.77113  0.26
H18 0.77729 -4.18909 -4.82897  0.32
H19 -0.96848 -3.94782 -3.13024  0.21
H20 -1.82918 -2.93029 -4.35563  0.30
C16 0.89065 0.61975 0.32597  0.07
C17 0.68440 1.76432 -0.67877  -0.45
O16 -0.62804 2.14489 -0.28034  -0.38
C18 -1.24920 1.12621 0.25478  0.36
O17 -2.43200 1.15846 0.57516  -0.62
O18 -0.45684 0.09329 0.41085  0.04
H21 1.15118 0.88227 1.37985  -0.10
H22 1.63563 -0.11621 -0.01046  0.46
H23 0.73932 1.47677 -1.70819  0.08
H24 1.39616 2.53540 -0.44025  0.39
C19 -5.17638 0.23034 0.20508  -0.12
C20 -4.60966 -1.07623 0.73357  0.22
O19 -5.26794 -1.30876 1.95629  -0.38
C21 -5.81823 -0.12543 2.39745  0.66
O20 -6.37186 0.00093 3.40402  -0.50
O21 -5.69260 0.81205 1.41769  -0.39
H25 -6.12466 0.00129 -0.36853  0.26
H26 -4.43229 0.94955 -0.22786  0.17
H27 -3.53420 -0.98660 0.91574  -0.19
H28 -4.77606 -1.94049 0.07742  0.32

---

This record from OMol25 describes C21H29BN2O2SbSeTl as an isolated structure. The level of theory is wB97M-V/def2-TZVPD.

Calculated values
- 2S+1 = 1
- relative energy (zero: lowest compared OMol25 entry of this formula, charge and spin) (kJ/mol) = 138.2
- charge = 0
- E (a.u.) = -3916.592854
- LUMO level (Eh) = 0.0042
- Kohn-Sham gap (eV) = 6.97

Each line ends with the Mulliken charge.
Element x y z (Å)
Tl1 1.37500 -2.53140 1.74572  0.28
C1 -2.68488 -2.49535 -0.47765  -1.16
N1 -2.24800 -3.89677 -0.48769  0.35
C2 -0.99260 -4.24727 -0.89499  -0.49
Se1 0.34144 -3.14841 -1.42901  -0.21
N2 -0.88244 -5.58677 -0.66281  0.06
C3 -2.11719 -6.11232 -0.31549  0.14
C4 -2.60832 -7.36612 -0.22581  -0.72
C5 -3.95592 -7.53746 0.11266  -0.47
C6 -4.83689 -6.44436 0.13386  -0.63
C7 -4.36489 -5.17223 -0.01392  -0.72
C8 -2.98683 -4.99462 -0.24808  1.07
H1 -2.57843 -2.03835 0.52883  0.33
H2 -3.72476 -2.46576 -0.63229  0.39
H3 -2.30827 -1.88473 -1.29111  0.41
H4 -0.00724 -6.04776 -0.87299  0.27
H5 -2.00074 -8.22927 -0.34604  0.39
H6 -4.27860 -8.53005 0.41981  0.37
H7 -5.84190 -6.61250 0.48764  0.35
H8 -5.02878 -4.35627 0.10241  0.36
C9 6.55305 -0.66272 0.97855  -1.21
Sb1 5.43443 0.10192 -0.68798  0.69
C10 4.19552 1.30863 0.54656  -1.15
C11 3.89512 -1.55818 -0.61348  -0.94
H9 5.84083 -1.09919 1.68506  0.30
H10 6.93208 0.17533 1.56516  0.37
H11 7.35188 -1.36454 0.63745  0.31
H12 3.49047 1.77223 -0.19307  0.23
H13 4.85928 2.07515 1.04783  0.39
H14 3.53863 0.81331 1.19074  0.32
H15 3.98192 -2.12439 -1.53123  0.36
H16 2.85980 -1.00100 -0.52775  0.05
H17 4.04559 -2.12441 0.28227  0.29
C12 -1.57137 5.99936 -0.99213  -1.98
C13 -0.25879 5.37304 -0.46374  2.27
C14 0.69776 5.25281 -1.62437  -1.77
C15 0.26590 6.34953 0.59147  -1.62
C16 -0.57756 3.98932 0.19940  0.32
C17 -1.87365 3.56948 0.50880  -0.50
C18 -2.08395 2.26666 0.91047  -1.19
C19 -1.01697 1.43736 1.13336  0.69
O1 -0.98813 0.10627 1.32347  -0.44
B1 0.30939 -0.29862 1.29101  0.14
O2 1.10339 0.84715 1.10116  -0.44
C20 0.28156 1.90340 0.86799  0.59
C21 0.52689 3.16779 0.31539  -0.90
H18 -1.52189 6.99745 -1.47513  0.35
H19 -2.37198 6.12834 -0.26592  0.39
H20 -1.96353 5.27134 -1.72829  0.46
H21 0.88472 6.20440 -2.12868  0.43
H22 0.25550 4.64201 -2.38229  0.42
H23 1.67557 4.84806 -1.37703  0.34
H24 0.57386 7.31197 0.20360  0.42
H25 1.15147 6.01457 1.14614  0.32
H26 -0.53446 6.53911 1.32759  0.37
H27 -2.67193 4.22362 0.25102  0.38
H28 -3.13250 1.84157 1.10406  0.26
H29 1.59235 3.39964 0.14950  0.32